Record 1
The following is a DFT calculation (ωB97M-V/def2-TZVPD) of a 2-piece molecular cluster, C3H7OS overall at a distorted geometry.

Structure (XYZ):
```
12
Properties=species:S:1:pos:R:3:forces:R:3
C -2.531 0.176 0.771 0.1 -0.5 -1.5
S -1.810 -0.072 -0.947 0.1 0.1 0.5
H -1.876 -0.260 1.523 -0.1 0.2 0.2
H -3.485 -0.364 0.740 0.1 0.3 0.4
H -2.680 1.244 0.895 -0.1 0.0 0.4
C 2.625 -0.423 -0.821 -0.8 -0.3 0.9
C 1.619 -0.095 0.022 0.7 0.3 -1.2
O 0.952 1.084 -0.073 -0.4 -0.9 -0.7
H 3.292 -1.223 -0.520 -0.3 -0.4 -0.4
H 2.638 -0.046 -1.833 0.6 0.7 0.2
H 1.210 -0.832 0.706 0.4 0.2 0.7
H 0.047 0.810 -0.462 -0.4 0.3 0.4
```
Forces are in eV/Å.

Results
frontier orbital gap: 0.2564 hartree
total charge: -1
energy: -591.9195 Eh
spin multiplicity: 1

Atom charges from the Mulliken analysis, given in e for atoms 1 to 8: -0.6596, -0.6673, 0.1861, 0.2020, 0.1836, -0.6473, 0.0153, -0.4305

***

Record 2
The following is a DFT calculation (ωB97M-V/def2-TZVPD) of C33H52N3O8P2RuS as an isolated structure.

Structure (XYZ):
```
100
Properties=species:S:1:pos:R:3:forces:R:3
Ru -1.098 -0.380 0.110 -0.7 0.5 -0.4
O -2.008 2.172 3.139 -0.1 0.1 0.1
C -1.833 1.231 2.418 0.3 0.0 -0.3
O -1.399 1.333 1.162 -0.4 0.0 0.3
C -2.119 -0.184 2.840 0.0 -0.1 0.0
C -2.529 -0.478 4.120 0.0 0.1 0.0
C -2.802 -1.799 4.449 0.0 0.0 0.0
C -2.669 -2.774 3.474 0.0 0.0 0.0
C -2.251 -2.409 2.208 -0.1 0.1 0.0
N -1.974 -1.137 1.897 0.0 -0.1 0.3
H -2.628 0.334 4.827 0.0 0.0 0.0
H -3.124 -2.061 5.447 0.0 0.0 0.0
H -2.885 -3.812 3.683 0.0 0.0 0.0
H -2.140 -3.138 1.419 0.0 0.0 0.0
C 5.145 -0.789 1.650 0.0 0.0 0.0
C 3.671 -0.943 1.933 0.0 0.1 0.0
C 3.368 -1.581 3.267 0.0 -0.1 0.0
O 3.119 0.433 1.922 0.2 0.0 -0.1
P 1.633 0.833 1.785 -0.3 -0.1 0.0
O 0.695 -0.309 1.483 0.5 -0.1 0.0
C 1.583 1.993 0.401 0.1 0.2 0.0
P 1.366 1.214 -1.186 -0.3 0.0 0.1
O -0.034 0.583 -1.273 0.4 0.1 -0.1
O 2.521 0.186 -1.262 0.1 -0.2 0.1
C 2.995 -0.548 -2.467 0.0 0.1 0.0
C 3.849 -1.677 -1.948 0.0 0.0 0.0
C 1.832 -1.008 -3.311 0.0 -0.1 -0.1
O 1.428 2.239 -2.337 -0.1 0.1 -0.1
C 2.611 3.109 -2.639 0.0 -0.1 0.0
C 2.292 4.496 -2.142 0.0 0.0 0.0
C 2.829 3.018 -4.127 0.0 0.1 0.0
O 1.145 1.564 3.051 0.0 0.0 0.1
C 1.742 2.591 3.955 -0.1 -0.1 0.0
C 1.961 3.874 3.191 0.1 0.0 0.0
C 2.972 2.048 4.636 0.1 0.0 0.0
H 5.605 -1.773 1.568 0.0 0.0 0.0
H 5.636 -0.252 2.461 0.0 0.0 0.0
H 5.316 -0.246 0.721 0.0 0.0 0.0
H 3.172 -1.472 1.118 0.0 0.0 0.0
H 3.886 -1.059 4.071 0.0 0.0 0.0
H 3.720 -2.613 3.255 0.0 0.0 0.0
H 2.298 -1.586 3.482 0.0 0.0 0.0
H 2.505 2.579 0.378 0.0 0.0 0.0
H 0.734 2.664 0.553 0.0 0.0 0.0
H 3.606 0.176 -3.009 0.0 0.0 0.0
H 3.237 -2.409 -1.419 0.0 0.0 0.0
H 4.628 -1.311 -1.282 0.0 0.0 0.0
H 4.333 -2.174 -2.789 0.0 0.0 0.0
H 1.209 -1.708 -2.749 0.0 0.0 0.0
H 2.233 -1.528 -4.181 0.0 0.0 0.0
H 1.217 -0.183 -3.672 0.0 0.0 0.0
H 3.462 2.682 -2.099 0.0 0.0 0.0
H 1.409 4.886 -2.648 0.0 0.0 0.0
H 3.130 5.157 -2.360 0.0 0.0 0.0
H 2.119 4.518 -1.067 0.0 0.0 0.0
H 1.937 3.349 -4.658 0.0 0.0 0.0
H 3.072 2.005 -4.442 0.0 0.0 0.0
H 3.656 3.667 -4.411 0.0 0.0 0.0
H 0.938 2.719 4.678 0.0 0.0 0.0
H 2.818 3.805 2.517 0.0 0.0 0.0
H 2.175 4.671 3.902 0.0 0.0 0.0
H 1.070 4.160 2.631 0.0 0.0 0.0
H 3.794 1.897 3.937 0.0 0.0 0.0
H 2.761 1.112 5.150 0.0 0.0 0.0
H 3.293 2.776 5.382 0.0 0.0 0.0
S -3.508 0.107 -0.778 0.0 -0.1 0.0
C -4.444 1.424 -0.105 0.0 0.0 -0.1
N -3.856 2.500 0.454 0.2 0.0 0.1
C -4.528 3.555 0.959 0.1 0.0 0.0
C -5.894 3.590 0.890 0.0 0.0 0.0
C -6.550 2.504 0.312 0.0 0.0 0.0
C -5.834 1.426 -0.172 0.0 -0.1 0.0
H -2.842 2.465 0.561 0.0 0.0 -0.1
H -3.924 4.328 1.409 0.0 0.0 0.0
H -6.433 4.437 1.286 0.0 0.0 0.0
H -7.630 2.499 0.247 0.0 0.0 0.0
H -6.336 0.576 -0.610 0.0 0.0 0.0
C -4.042 -3.410 -2.348 0.1 0.0 -0.1
N -3.147 -2.965 -3.461 0.0 0.0 0.0
C -3.929 -2.298 -4.551 0.1 0.0 0.1
C -2.018 -2.071 -3.002 -0.1 -0.1 -0.1
C -1.135 -2.750 -1.991 0.2 0.1 0.2
C -0.532 -3.939 -2.388 0.0 0.0 0.0
C 0.341 -4.635 -1.565 0.0 0.0 0.0
C 0.654 -4.122 -0.319 0.0 0.0 0.0
C 0.094 -2.919 0.088 -0.1 -0.1 -0.1
C -0.814 -2.214 -0.725 0.2 -0.2 0.0
H -4.818 -4.041 -2.774 0.0 0.0 0.1
H -4.471 -2.525 -1.888 0.0 0.0 0.1
H -3.449 -3.971 -1.632 0.0 0.0 0.0
H -2.722 -3.808 -3.853 -0.1 0.1 0.0
H -4.343 -1.379 -4.144 0.0 0.0 0.0
H -4.724 -2.968 -4.867 0.0 0.0 0.0
H -3.260 -2.084 -5.381 0.0 0.0 0.0
H -2.474 -1.159 -2.638 -0.1 0.1 0.1
H -1.458 -1.830 -3.908 0.1 0.0 0.0
H -0.715 -4.331 -3.384 0.0 0.0 0.0
H 0.783 -5.561 -1.905 0.0 0.0 0.0
H 1.340 -4.646 0.332 0.0 0.0 0.0
H 0.382 -2.521 1.055 0.0 0.0 0.0
```
Forces are in eV/Å.

Results
frontier orbital gap (spin up / spin down): 0.2907 / 0.2243 hartree
total charge: +3
energy: -3229.9824 Eh
spin multiplicity: 5

Atom charges from the Mulliken analysis, given in e for atoms 1 to 8: 0.3698, -0.6959, 0.5510, -0.3722, 0.3926, -0.8430, -0.5385, -0.9768

***

Record 3
The following is a DFT calculation (ωB97M-V/def2-TZVPD) of one molecule with the formula C29H36N4O6 at a distorted geometry.

Structure (XYZ):
```
75
Properties=species:S:1:pos:R:3:forces:R:3
C 0.597 1.275 3.942 0.1 -0.2 0.1
C 1.483 0.033 3.986 -0.1 0.1 -0.2
C 1.217 -1.008 2.886 0.1 -0.5 0.3
C -0.210 -1.550 2.951 0.2 0.1 -0.1
C 2.214 -2.164 3.038 -0.1 0.1 -0.1
N 1.461 -0.362 1.596 0.0 0.3 0.5
C 1.385 -0.949 0.395 0.3 0.6 -0.2
O 1.067 -2.103 0.191 -0.2 -0.4 -0.1
C 1.783 0.034 -0.738 0.2 -0.1 0.2
C 2.567 -0.611 -1.847 0.2 0.1 0.2
C 2.190 -1.820 -2.427 0.2 -0.2 -0.1
C 2.930 -2.363 -3.454 0.1 0.0 -0.1
C 4.063 -1.712 -3.942 -0.1 0.0 0.1
O 4.712 -2.330 -4.968 -0.3 -0.1 0.2
C 5.876 -1.732 -5.485 0.2 0.1 -0.1
C 4.447 -0.507 -3.366 0.3 -0.1 -0.3
C 3.701 0.028 -2.329 -0.3 -0.1 0.1
N 0.580 0.715 -1.243 0.3 -0.2 -0.1
C 0.129 1.792 -0.576 -0.3 0.2 -0.4
O 0.656 2.195 0.456 0.1 0.2 0.2
C -1.010 2.542 -1.249 0.0 0.3 0.2
C -1.489 3.734 -0.414 0.0 0.0 -0.1
C -2.611 3.333 0.523 0.4 0.3 -0.3
O -3.729 3.788 0.453 -0.3 0.1 0.0
N -2.233 2.386 1.434 0.4 -0.3 0.2
C -3.072 1.783 2.338 -0.7 -0.5 0.7
C -4.433 2.076 2.627 -0.1 -0.3 0.3
C -4.760 1.172 3.593 0.2 0.5 -0.5
C -6.015 0.928 4.344 0.2 -0.1 0.1
O -3.694 0.399 3.863 -0.8 0.0 0.3
N -2.649 0.782 3.079 0.8 0.4 -0.7
C -0.216 0.025 -2.193 -0.4 0.0 -0.1
C 0.133 -0.015 -3.530 -0.3 0.1 0.1
C -0.613 -0.771 -4.419 0.0 0.0 -0.1
C -1.698 -1.492 -3.958 0.1 0.0 -0.1
C -2.068 -1.447 -2.624 -0.1 -0.1 0.3
C -1.339 -0.680 -1.725 0.2 0.1 -0.1
O -1.629 -0.512 -0.409 0.3 0.2 -0.4
C -2.666 -1.278 0.159 -0.3 -0.2 0.2
H 0.860 1.935 4.766 0.0 0.1 0.0
H -0.452 1.011 4.036 -0.1 0.0 0.0
H 0.730 1.833 3.018 0.0 0.2 -0.1
H 1.347 -0.462 4.949 0.1 -0.1 0.0
H 2.531 0.340 3.921 0.1 -0.1 0.0
H -0.382 -2.029 3.912 0.0 -0.1 0.2
H -0.348 -2.284 2.163 0.0 -0.1 0.0
H -0.934 -0.751 2.824 -0.1 0.0 0.0
H 3.237 -1.796 2.985 0.1 0.1 0.0
H 2.063 -2.884 2.239 0.0 -0.1 0.0
H 2.069 -2.662 3.992 0.0 -0.1 0.1
H 1.565 0.643 1.615 0.0 -0.1 -0.2
H 2.396 0.829 -0.296 -0.1 -0.2 -0.1
H 1.330 -2.348 -2.052 -0.1 0.0 0.0
H 2.646 -3.301 -3.904 0.0 -0.1 -0.1
H 5.667 -0.746 -5.911 0.0 0.0 0.0
H 6.655 -1.641 -4.721 0.0 0.0 0.0
H 6.224 -2.398 -6.274 0.0 0.1 0.0
H 5.321 0.024 -3.709 0.1 0.0 -0.1
H 4.014 0.966 -1.893 0.0 0.1 0.1
H -0.635 2.890 -2.215 0.0 -0.1 0.0
H -1.838 1.862 -1.449 0.0 0.0 -0.1
H -0.650 4.120 0.170 0.0 0.0 0.0
H -1.869 4.525 -1.061 0.0 -0.1 0.1
H -1.272 2.063 1.436 0.0 0.1 0.0
H -5.034 2.835 2.176 -0.2 0.1 0.0
H -5.858 1.116 5.405 -0.1 0.0 0.1
H -6.323 -0.110 4.230 -0.1 0.0 0.0
H -6.796 1.583 3.973 0.0 0.0 0.0
H 0.994 0.541 -3.867 0.1 0.0 0.0
H -0.338 -0.805 -5.461 0.0 0.0 -0.1
H -2.274 -2.097 -4.642 -0.1 -0.1 -0.1
H -2.921 -2.017 -2.291 -0.1 0.0 0.1
H -3.633 -1.041 -0.297 0.0 0.0 0.0
H -2.683 -1.006 1.212 0.0 0.0 -0.1
H -2.463 -2.348 0.063 0.0 0.0 0.0
```
Forces are in eV/Å.

Results
frontier orbital gap: 0.3358 hartree
total charge: 0
energy: -1797.1670 Eh
SMILES: CCC(C)(C)NC(=O)[C@@H](c1ccc(OC)cc1)N(C(=O)CCC(=O)Nc1cc(C)on1)c1ccccc1OC
spin multiplicity: 1

Atom charges from the Mulliken analysis, given in e for atoms 1 to 8: -0.8325, -1.0328, 1.3283, -1.3417, -2.1110, 0.1619, -0.0659, -0.6934

***

Record 4
The following is a DFT calculation (ωB97M-V/def2-TZVPD) of an isolated ion of composition C5H11N2 and charge +1 at a distorted geometry.

Structure (XYZ):
```
18
Properties=species:S:1:pos:R:3:forces:R:3
C -0.020 1.451 -0.513 1.1 1.2 1.0
C 1.104 -0.461 -0.097 -1.2 -1.2 -4.6
C -0.169 0.094 0.157 -3.0 1.7 1.7
C -1.319 -0.770 -0.432 0.2 2.5 -0.1
C -0.543 0.290 1.621 -2.4 -0.9 0.7
N -0.149 1.470 -1.786 -0.1 -0.2 -0.5
N 2.013 -0.884 0.619 4.0 -0.5 1.7
H 1.298 -0.656 -1.170 -0.1 0.3 0.4
H -1.289 -1.670 0.114 -0.5 -1.4 -0.1
H -1.136 -0.772 -1.474 -0.2 -1.3 -1.2
H -2.263 -0.181 -0.318 0.7 -0.7 0.3
H -0.782 -0.758 1.982 0.3 1.3 0.3
H -1.504 0.933 1.826 1.7 -1.3 -1.0
H 0.176 0.764 2.231 1.2 0.4 0.6
H -0.545 0.694 -2.320 0.3 0.3 -0.5
H 2.014 -0.684 1.596 -0.1 -0.1 1.1
H 0.176 2.309 -2.255 -0.7 -0.1 -0.3
H 2.940 -1.168 0.218 -1.3 0.1 0.5
```
Forces are in eV/Å.

Results
frontier orbital gap: 0.2763 hartree
total charge: +1
energy: -306.2641 Eh
spin multiplicity: 1

Atom charges from the Mulliken analysis, given in e for atoms 1 to 8: -1.1625, -0.3364, 1.8059, -1.6283, -1.6172, -0.0282, -0.1036, 0.3473